The following is a DFT calculation (the ωB97M-V functional and the def2-TZVPD basis) of 17 unconnected molecules or ions with the total composition C54H148N14O23.

The spin multiplicity is 1. The value obtained for the energy is -4642.97571 Eh. The calculation puts the orbital gap at 0.3002 Ha. As for the highest occupied orbital energy: -0.29480 hartree.

Last column: Löwdin charge in e.
Atoms and positions in Å:
C: 0.6017 7.4006 -0.0006  -0.8304
O: -0.0008 6.4796 0.4167  0.0496
N: 1.2428 8.3073 0.5914  0.1901
N: 0.8294 7.6025 -1.2453  0.1698
H: 1.8474 8.9991 0.1720  0.1348
H: 1.3777 8.1187 1.5744  0.0648
H: 0.9380 8.5728 -1.5040  0.1187
H: 0.4317 6.9841 -1.9378  0.1261
C: -3.6491 1.9019 2.5911  -0.7686
O: -3.6264 2.9875 2.0701  0.0357
N: -2.6763 1.0456 2.5201  0.1952
N: -4.3935 1.6189 3.6029  0.1797
H: -2.7186 0.2279 3.1115  0.1076
H: -1.8358 1.2209 1.9882  0.0662
H: -5.0954 2.2883 3.8846  0.1274
H: -4.3139 0.6751 3.9538  0.1147
C: -3.7033 6.0559 0.0757  -0.7721
O: -3.5229 7.0796 -0.5869  -0.0105
N: -2.6897 5.4897 0.6644  0.1881
N: -4.8802 5.5042 0.1662  0.1823
H: -1.8001 5.9014 0.4210  0.0585
H: -2.7521 4.6616 1.2393  0.0632
H: -5.6512 5.9810 -0.2790  0.1186
H: -4.9819 4.7121 0.7846  0.0641
C: 0.5513 7.0611 3.8329  -0.7752
O: 1.4866 7.6178 3.2863  0.0165
N: -0.4987 6.5328 3.2294  0.1931
N: 0.5087 6.9137 5.0824  0.1767
H: -1.1224 5.8991 3.7083  0.1095
H: -0.4544 6.3917 2.2303  0.0556
H: 1.2822 7.3600 5.5542  0.1319
H: -0.2116 6.3815 5.5495  0.1240
C: -5.3749 -6.2007 -1.7178  -0.0676
C: -4.2591 -5.6583 -0.8071  -0.3401
O: -3.8542 -6.6418 0.1096  -0.0766
H: -4.9595 -6.9870 -2.3481  0.0714
H: -5.8110 -5.3430 -2.2299  0.0573
H: -6.1839 -6.6283 -1.1257  0.0737
H: -4.6163 -4.8185 -0.2110  0.1111
H: -3.4166 -5.2675 -1.3776  0.0773
H: -4.0403 -6.3792 1.0140  0.0828
C: 3.6899 1.7982 -0.1889  -0.0954
C: 3.3841 0.7297 -1.1584  -0.2646
O: 3.6499 1.2801 -2.4851  -0.0851
H: 4.7631 1.9572 -0.0837  0.0825
H: 3.3496 1.4821 0.7972  0.0676
H: 3.2368 2.7703 -0.3836  0.0685
H: 2.3327 0.4425 -1.1614  0.1053
H: 4.0277 -0.1334 -0.9885  0.1130
H: 3.4919 2.2262 -2.4449  0.0851
C: 4.3866 -5.5683 -0.0857  -0.0750
C: 5.5990 -5.7060 -0.9479  -0.3627
O: 6.7705 -5.7291 -0.1987  -0.0644
H: 4.3322 -4.7084 0.5820  0.0665
H: 4.4242 -6.4317 0.5785  0.0854
H: 3.5313 -5.6646 -0.7544  0.0590
H: 5.6409 -4.8546 -1.6272  0.0965
H: 5.5888 -6.5987 -1.5734  0.1152
H: 7.4429 -6.1951 -0.7009  0.0895
C: 1.8019 -7.3146 -4.4624  -0.0727
C: 2.0121 -7.1205 -2.9720  -0.3324
O: 0.9185 -6.4440 -2.4505  -0.0826
H: 2.5976 -7.9816 -4.7942  0.0746
H: 1.7812 -6.4195 -5.0841  0.0787
H: 0.8731 -7.8679 -4.6011  0.0694
H: 2.9377 -6.5662 -2.8166  0.0965
H: 2.3086 -8.0337 -2.4560  0.1167
H: 0.1906 -7.0606 -2.3433  0.0982
C: -1.2554 -0.5991 -6.0057  -0.0614
C: -1.3203 -1.0993 -4.5611  -0.3152
O: -0.5036 -0.2420 -3.7742  -0.0884
H: -1.4699 0.4694 -6.0216  0.0609
H: -2.0575 -1.0916 -6.5553  0.0714
H: -0.2818 -0.6931 -6.4866  0.0739
H: -1.0221 -2.1296 -4.3668  0.0894
H: -2.3539 -1.0495 -4.2187  0.0726
H: -0.5678 -0.4340 -2.8358  0.0096
C: 2.1767 -3.0438 -4.1909  -0.0612
C: 2.5811 -1.9388 -3.2060  -0.3395
O: 3.6133 -1.1559 -3.7470  -0.0659
H: 3.0305 -3.7034 -4.3460  0.0702
H: 1.9593 -2.5548 -5.1405  0.0761
H: 1.3061 -3.5921 -3.8310  0.0508
H: 3.0274 -2.4459 -2.3506  0.0907
H: 1.7371 -1.3287 -2.8844  0.0898
H: 3.7755 -0.4512 -3.1156  0.0203
C: -2.6267 -4.7310 -5.2605  -0.0516
C: -1.9884 -5.5788 -4.1282  -0.3406
O: -1.2416 -4.7247 -3.3828  -0.0871
H: -3.2133 -3.8979 -4.8733  0.0572
H: -3.2360 -5.3834 -5.8860  0.0722
H: -1.8415 -4.3049 -5.8850  0.0745
H: -1.3516 -6.3367 -4.5844  0.1020
H: -2.7249 -6.0983 -3.5152  0.0954
H: -0.7007 -5.1947 -2.7439  0.0512
C: 10.0948 3.6430 -1.4796  -0.0893
O: 9.0018 4.2517 -0.7437  -0.2103
C: 8.8121 3.5582 0.5016  -0.1922
C: 7.5917 4.1610 1.3086  -0.1992
N: 7.2208 3.6479 2.5873  -0.0670
C: 6.1471 4.3548 3.2462  -0.1870
C: 4.7755 4.3359 2.4604  -0.1967
O: 4.7922 5.2355 1.3682  -0.1988
C: 3.5064 5.7312 0.9785  -0.0840
H: 10.2508 4.1468 -2.4335  0.0883
H: 9.9356 2.5647 -1.4852  0.0760
H: 10.9737 3.7718 -0.8479  0.0749
H: 9.7187 3.7036 1.0890  0.1137
H: 8.6560 2.5174 0.2180  0.0898
H: 6.7636 4.1308 0.6005  0.1033
H: 7.8532 5.2138 1.4149  0.1229
H: 6.9131 2.6884 2.5189  0.0582
H: 6.3911 5.3779 3.5323  0.1161
H: 6.0299 3.8952 4.2276  0.1026
H: 4.0308 4.7269 3.1538  0.1081
H: 4.4866 3.3368 2.1344  0.0947
H: 3.5144 6.7208 0.5217  0.0839
H: 2.9542 5.9892 1.8821  0.0631
H: 2.8989 5.0165 0.4233  0.0736
C: -9.3854 3.9699 -6.6311  -0.1354
O: -8.3505 4.1879 -5.7426  -0.1796
C: -7.6136 5.3530 -6.0574  -0.2200
C: -6.7599 5.6727 -4.8006  -0.2173
N: -5.7629 4.6672 -4.6488  -0.0571
C: -5.4442 4.5466 -3.2537  -0.2158
C: -4.1110 3.8572 -3.2129  -0.1689
O: -4.2727 2.4395 -3.3352  -0.2282
C: -3.1806 1.6496 -3.6452  -0.1056
H: -9.1372 4.0195 -7.6913  0.0887
H: -10.0674 4.8141 -6.5291  0.0822
H: -9.9125 3.0686 -6.3182  0.0940
H: -8.1745 6.2301 -6.3802  0.1141
H: -6.9741 5.2791 -6.9370  0.1217
H: -7.3680 5.7989 -3.9048  0.1202
H: -6.2674 6.6019 -5.0872  0.1191
H: -6.2325 3.8025 -4.8764  0.1099
H: -6.2213 4.0830 -2.6461  0.1125
H: -5.2650 5.5587 -2.8908  0.1222
H: -3.7132 3.9953 -2.2075  0.1168
H: -3.4752 4.1500 -4.0484  0.1319
H: -2.2975 1.8200 -3.0295  0.0849
H: -2.9277 1.7767 -4.6978  0.0912
H: -3.4873 0.6061 -3.5725  0.0682
C: -4.7633 -2.3966 -2.5779  -0.1271
O: -4.7690 -1.4224 -1.5746  -0.2005
C: -5.7444 -0.4129 -1.7883  -0.2071
C: -5.6609 0.6306 -0.7133  -0.1863
N: -6.2085 1.8897 -1.1904  -0.0275
C: -6.1910 2.8823 -0.1216  -0.2277
C: -7.1073 2.6610 1.0529  -0.2077
O: -6.9135 3.7953 1.8917  -0.2379
C: -7.9491 4.8225 1.9405  -0.0668
H: -4.0711 -3.2025 -2.3342  0.0696
H: -4.4522 -1.9448 -3.5198  0.0756
H: -5.7097 -2.9057 -2.7602  0.0841
H: -6.6673 -0.9924 -1.7659  0.1242
H: -5.5889 -0.0306 -2.7972  0.1165
H: -4.5894 0.7464 -0.5502  0.1164
H: -6.2349 0.2920 0.1492  0.1220
H: -5.5573 2.1501 -1.9171  0.0574
H: -6.4414 3.8813 -0.4787  0.0943
H: -5.1963 2.9361 0.3211  0.0866
H: -6.9289 1.7993 1.6962  0.1107
H: -8.1539 2.6525 0.7485  0.1212
H: -8.0489 5.2769 0.9547  0.0767
H: -7.7223 5.6046 2.6650  0.0876
H: -8.9082 4.3531 2.1591  0.0794
C: 0.0575 2.8806 1.0758  -0.0280
O: -0.5354 1.5660 0.8780  -0.2381
C: -1.1816 1.3470 -0.3473  -0.2253
C: -1.6130 -0.0862 -0.5897  -0.1775
N: -0.4601 -0.9266 -0.9462  -0.0631
C: -0.7951 -2.3241 -1.2758  -0.1613
C: -0.9405 -3.1263 0.0127  -0.2418
O: 0.1982 -3.3057 0.7648  -0.1742
C: 1.2571 -4.0660 0.1336  -0.0709
H: 0.4856 2.8367 2.0772  0.0989
H: -0.6012 3.7286 0.8884  0.0699
H: 0.8505 2.9755 0.3340  0.0737
H: -0.5479 1.7425 -1.1410  0.1280
H: -2.0808 1.9601 -0.4096  0.1154
H: -2.3216 -0.0604 -1.4175  0.0994
H: -2.1018 -0.5240 0.2806  0.1076
H: 0.2679 -0.8069 -0.2565  0.1074
H: 0.0340 -2.7823 -1.8150  0.0891
H: -1.6556 -2.2209 -1.9369  0.1132
H: -1.3049 -4.1191 -0.2516  0.1117
H: -1.7349 -2.7135 0.6344  0.1174
H: 0.9960 -5.1217 0.0599  0.0846
H: 2.1799 -4.0489 0.7135  0.0611
H: 1.5234 -3.7672 -0.8803  0.0709
C: 2.5322 -1.3834 2.6000  -0.0623
O: 3.6276 -0.4317 2.5018  -0.2313
C: 4.5153 -0.4547 3.6615  -0.1931
C: 5.6026 0.6465 3.5177  -0.1924
N: 6.1502 0.6774 2.1750  -0.0510
C: 7.1677 -0.3583 2.0652  -0.1873
C: 7.5776 -0.5279 0.5881  -0.1966
O: 6.6496 -0.9938 -0.3905  -0.1851
C: 6.3669 -2.3436 -0.2415  -0.1262
H: 1.6850 -0.7429 2.8451  0.0900
H: 2.7654 -2.2418 3.2299  0.0889
H: 2.3779 -1.7675 1.5916  0.0632
H: 5.0179 -1.4198 3.7251  0.1039
H: 3.9215 -0.3333 4.5675  0.1173
H: 6.2772 0.5830 4.3715  0.1314
H: 4.9764 1.5367 3.5779  0.0975
H: 5.4454 0.6678 1.4517  0.0810
H: 6.8431 -1.3285 2.4413  0.1015
H: 8.0860 -0.1094 2.5972  0.1255
H: 8.5577 -0.9605 0.3869  0.1239
H: 7.6421 0.4949 0.2168  0.1013
H: 5.8171 -2.5424 0.6784  0.0843
H: 7.2811 -2.9305 -0.3309  0.0911
H: 5.7364 -2.6185 -1.0870  0.0809
C: 3.7147 -7.8441 9.0915  -0.0944
O: 2.7530 -7.2795 8.1954  -0.1855
C: 1.4359 -7.4508 8.6098  -0.2467
C: 0.4490 -6.9853 7.4727  -0.2063
N: 0.3354 -5.5375 7.4760  -0.0755
C: -0.3280 -5.0664 6.2202  -0.1913
C: -0.9773 -3.6522 6.3212  -0.1993
O: -1.9397 -3.3875 5.2913  -0.1956
C: -1.4065 -3.3037 3.9782  -0.1074
H: 4.6773 -7.5722 8.6582  0.0876
H: 3.6025 -8.9203 9.2227  0.0863
H: 3.6832 -7.3646 10.0698  0.0834
H: 1.1697 -6.9771 9.5548  0.1189
H: 1.1812 -8.4886 8.8246  0.1104
H: -0.5345 -7.3626 7.7528  0.1118
H: 0.7126 -7.4362 6.5160  0.1139
H: 1.1460 -4.9914 7.7306  0.1102
H: -1.1540 -5.7402 5.9929  0.1152
H: 0.3491 -5.2339 5.3826  0.1074
H: -0.2091 -2.8795 6.2891  0.1109
H: -1.4629 -3.5172 7.2876  0.1197
H: -1.6192 -2.3667 3.4635  0.0717
H: -1.6967 -4.1185 3.3150  0.0848
H: -0.3275 -3.4163 4.0835  0.0726



The following is a DFT calculation (the ωB97M-V functional and the def2-TZVPD basis) of 3 unconnected molecules or ions with the total composition C40H72BN6O8S2.

The spin multiplicity is 3. Its expectation value of S² is 2.008. The value obtained for the energy is -3318.83631 Eh. The calculation puts the orbital gap (spin up / spin down) at 0.2488 / 0.2302 Ha. As for the highest occupied orbital energy (spin up / spin down): -0.17643 / -0.17643 hartree. As for the charge: -1.

Last column: Löwdin charge in e.
Atoms and positions in Å:
C: -3.7153 -6.7481 3.4639  -0.0987
C: -4.7574 -6.5706 2.2709  -0.1215
B: -4.1184 -6.7903 0.8333  -0.3760
O: -4.5593 -7.9952 0.2056  0.0725
C: -3.0269 -5.9474 0.0119  -0.1588
C: -3.2930 -6.3502 -1.4922  -0.0851
C: -2.6263 -5.4981 -2.5751  -0.2245
N: -1.7421 -5.9533 -3.3620  0.0772
C: -1.6982 -6.7604 0.3623  -0.3702
O: -1.5838 -7.8086 0.9089  0.1288
N: -0.6782 -5.8699 -0.1214  0.1180
C: -1.0008 -4.4238 0.0887  -0.2858
C: -0.5031 -3.6454 -1.1825  -0.1096
C: 0.5302 -2.5014 -1.0109  -0.2397
C: -0.0890 -1.1189 -0.6415  -0.4217
S: 1.1049 0.0455 0.1778  0.8347
C: 1.4510 -0.4765 1.8740  -1.0319
S: 2.4436 -1.7715 2.1125  0.7088
N: 0.8852 0.3070 2.8851  -0.1712
C: 1.4053 0.0151 4.2204  -0.2088
C: 0.7465 -1.1967 4.9296  -0.2002
O: -0.6726 -1.2490 4.8305  -0.1399
C: -1.2328 -0.0969 4.2251  -0.1857
C: -0.6041 0.3158 2.8752  -0.1259
N: -0.1296 -4.0569 1.2228  0.1082
C: 0.7785 -4.8541 1.6068  -0.3785
C: 0.5397 -5.6745 2.9103  -0.0115
C: 2.1715 -5.0529 0.9904  -0.0578
C: -2.5764 -4.5129 0.3833  -0.1669
C: -2.8214 -4.0794 1.8798  -0.0824
C: -2.5025 -2.6031 2.1611  -0.2411
O: -3.6669 -1.7668 2.1053  -0.0690
C: -3.5213 -3.5063 -0.3430  -0.6820
O: -4.6869 -3.8967 -0.5327  0.0002
O: -3.1800 -2.3473 -0.6751  -0.0381
H: -3.8316 -5.8494 4.1008  0.0703
H: -2.6754 -6.7670 3.1113  0.0383
H: -3.9838 -7.6009 4.1056  0.0652
H: -5.5310 -7.3377 2.4812  0.0899
H: -5.3092 -5.6158 2.3678  0.0965
H: -3.8905 -8.6851 0.3339  0.1015
H: -4.3771 -6.3090 -1.6951  0.1280
H: -2.8961 -7.3738 -1.6435  0.1172
H: -2.9052 -4.4390 -2.6813  0.1171
H: -1.5898 -6.9422 -3.1254  0.0382
H: -0.5203 -6.2038 -1.0720  0.1208
H: -0.0081 -4.3598 -1.8767  0.1006
H: -1.3166 -3.2206 -1.8011  0.0986
H: 1.4177 -2.7597 -0.4138  0.0486
H: 0.9562 -2.3571 -2.0306  0.1109
H: -1.0562 -1.1804 -0.1187  0.0509
H: -0.3002 -0.5985 -1.5957  0.0664
H: 2.5034 -0.0616 4.2587  0.1055
H: 1.1680 0.9055 4.8440  0.1202
H: 1.0919 -1.1830 5.9891  0.1214
H: 1.1235 -2.1536 4.5241  0.0803
H: -2.3233 -0.2462 4.1710  0.1284
H: -1.0734 0.7567 4.9270  0.1194
H: -0.9288 1.3630 2.6891  0.1254
H: -0.9382 -0.2642 2.0054  0.0818
H: 1.1196 -6.6099 2.9250  0.0747
H: -0.5366 -5.8066 3.0759  0.0533
H: 0.8948 -5.0169 3.7369  0.0824
H: 2.9622 -4.6136 1.6279  0.0581
H: 2.2561 -4.7241 -0.0538  0.0703
H: 2.3627 -6.1477 0.9990  0.0779
H: -3.9199 -4.1350 2.0002  0.1195
H: -2.2783 -4.7014 2.6004  0.0875
H: -2.1744 -2.5538 3.2210  0.1084
H: -1.6575 -2.2213 1.5726  0.0817
H: -3.4763 -1.0267 1.5139  0.0778
C: -2.9179 3.3157 -4.1218  -0.0368
C: -1.7370 3.0924 -3.1440  -0.4780
C: -1.3165 4.4315 -2.5205  -0.1341
C: -0.5174 5.3288 -3.4641  -0.1758
C: 0.6557 4.5657 -4.0695  -0.1340
C: 0.2327 3.2559 -4.7468  -0.4906
N: -0.6179 2.4124 -3.8599  -0.0681
O: 0.1534 1.8619 -2.9655  -0.0237
C: -0.5108 3.5739 -6.0607  -0.0412
C: 1.4901 2.5079 -5.2075  -0.0444
C: -2.3259 2.2128 -2.0307  -0.0372
H: -2.9612 2.5281 -4.8757  0.0898
H: -3.8741 3.2971 -3.5979  0.0807
H: -2.8767 4.2805 -4.6284  0.0631
H: -0.7049 4.2439 -1.6304  0.1150
H: -2.2019 4.9706 -2.1733  0.1261
H: -1.1638 5.7302 -4.2503  0.1006
H: -0.1431 6.1936 -2.9098  0.1095
H: 1.1713 5.2054 -4.7910  0.1237
H: 1.3825 4.3554 -3.2772  0.1135
H: -0.9075 2.6642 -6.5157  0.0921
H: 0.1699 4.0305 -6.7819  0.0836
H: -1.3287 4.2807 -5.9436  0.0564
H: 2.1829 2.3109 -4.3893  0.0780
H: 2.0352 3.1012 -5.9437  0.0830
H: 1.2309 1.5553 -5.6747  0.0917
H: -2.6287 1.2362 -2.4139  0.1008
H: -3.2059 2.6906 -1.5980  0.0861
H: -1.6245 2.0571 -1.2095  0.0728
C: 2.7897 5.0782 2.5227  -0.0340
C: 2.5753 5.5040 1.0484  -0.4781
C: 2.8802 4.3243 0.1169  -0.1262
C: 4.3709 4.0452 -0.0589  -0.1699
C: 5.1169 5.3156 -0.4539  -0.1362
C: 4.8632 6.4810 0.5100  -0.4947
N: 3.4091 6.7068 0.7501  -0.0732
O: 2.9124 7.2961 -0.3054  -0.0200
C: 5.5929 6.2123 1.8424  -0.0416
C: 5.5505 7.7378 -0.0384  -0.0491
C: 1.0732 5.8048 0.9570  -0.0427
H: 3.0053 5.9406 3.1563  0.0869
H: 1.8957 4.6068 2.9324  0.0799
H: 3.5899 4.3485 2.6440  0.0663
H: 2.4525 4.5188 -0.8731  0.1145
H: 2.3883 3.4217 0.4889  0.1229
H: 4.7913 3.6205 0.8573  0.1035
H: 4.5063 3.2864 -0.8329  0.1164
H: 6.1887 5.1057 -0.5068  0.1230
H: 4.8135 5.5998 -1.4674  0.1241
H: 5.3520 6.9786 2.5822  0.0903
H: 6.6742 6.2296 1.6939  0.0846
H: 5.3735 5.2398 2.2758  0.0579
H: 5.2161 7.9923 -1.0441  0.0774
H: 6.6292 7.5844 -0.0966  0.0833
H: 5.3720 8.5980 0.6109  0.0889
H: 0.7995 6.6510 1.5914  0.0917
H: 0.4949 4.9393 1.2826  0.0860
H: 0.7543 6.0221 -0.0634  0.0666



What is the spin multiplicity in the first record?
1



Which value of spin multiplicity does entry 2 give?
3